1.
Formula: C29H57Cl3N2NiO3PSi
Source: the Open Molecules 2025 dataset
Level of theory: ωB97M-V/def2-TZVPD

Each line ends with the Mulliken spin population.
Atoms and positions in Å:
C: 1.83 4.13 -0.60  0.000
C: 2.89 3.29 -1.21  0.000
H: 2.15 4.52 0.38  0.000
H: 0.91 3.55 -0.45  0.001
H: 1.58 5.00 -1.23  0.000
C: 4.16 3.71 -1.33  0.000
C: 4.73 4.97 -0.77  0.000
H: 4.88 3.15 -1.93  0.000
H: 4.40 5.14 0.27  0.000
H: 4.48 5.85 -1.37  0.000
H: 5.83 4.89 -0.77  0.000
Ni: -1.09 1.03 -0.84  1.647
Cl: -1.19 -0.42 -2.42  0.093
Cl: -1.06 2.62 0.61  0.090
C: -0.53 -3.84 -1.50  -0.001
O: -0.30 -4.02 -0.29  0.000
N: -0.15 -4.67 -2.48  0.000
C: 0.65 -5.85 -2.18  0.000
C: -0.35 -4.34 -3.89  0.001
H: -1.08 -2.95 -1.87  0.001
H: 0.57 -6.06 -1.12  0.000
H: 1.70 -5.69 -2.46  0.000
H: 0.27 -6.69 -2.78  0.000
H: -1.10 -3.54 -3.96  0.000
H: -0.70 -5.23 -4.42  0.000
H: 0.58 -4.00 -4.36  0.000
H: 0.36 3.28 3.03  -0.004
H: 1.54 0.70 4.18  0.000
C: 0.20 3.24 4.12  0.003
C: 0.88 1.01 5.01  0.000
N: -0.17 1.90 4.55  0.000
H: -0.62 3.93 4.37  -0.001
C: -1.44 1.45 4.38  0.000
O: -1.80 0.28 4.53  0.000
H: 0.42 0.14 5.47  0.000
H: -2.15 2.25 4.08  0.000
H: 1.12 3.54 4.63  0.000
H: 1.50 1.55 5.74  0.000
O: 1.58 1.24 -0.95  0.009
C: 2.48 1.92 -1.80  -0.005
C: 4.81 0.85 -1.44  0.000
C: 3.68 1.06 -2.24  0.000
H: 4.91 1.38 -0.48  0.000
C: 5.84 0.00 -1.86  0.000
H: 1.90 2.16 -2.71  -0.002
C: 3.63 0.45 -3.50  0.000
H: 6.70 -0.18 -1.19  0.000
C: 5.76 -0.64 -3.09  0.000
C: 4.68 -0.36 -3.94  0.000
H: 2.75 0.64 -4.13  0.000
H: 6.54 -1.35 -3.40  0.000
H: 4.64 -0.80 -4.93  0.000
Si: 2.35 -0.06 0.39  0.004
Cl: 3.33 1.36 1.48  0.001
C: 3.67 -1.45 0.62  0.000
C: 1.97 -1.34 -1.12  0.000
C: 0.73 -0.36 1.29  -0.017
H: 4.31 -1.61 -0.25  0.000
H: 3.19 -2.41 0.85  0.000
H: 4.33 -1.20 1.47  0.000
H: 0.28 0.57 1.67  0.006
H: 0.93 -1.05 2.12  -0.001
H: 0.01 -0.83 0.59  0.015
H: 2.77 -1.35 -1.88  0.001
H: 1.04 -1.04 -1.63  0.005
H: 1.82 -2.38 -0.77  -0.001
C: -4.26 2.15 1.49  0.005
C: -3.64 0.77 1.70  0.009
C: -4.50 -0.14 2.59  0.007
P: -3.05 0.00 0.12  0.082
C: -2.58 -1.76 0.54  0.013
C: -1.99 -1.95 1.94  0.004
C: -3.63 -2.84 0.23  0.004
C: -4.51 -0.08 -1.00  0.023
C: -5.82 -0.48 -0.30  0.003
C: -4.69 1.22 -1.77  -0.001
H: -5.27 2.09 1.06  0.000
H: -3.62 2.78 0.86  -0.002
H: -4.34 2.64 2.47  0.001
H: -2.67 0.92 2.22  0.011
H: -5.51 0.29 2.71  0.000
H: -4.61 -1.16 2.22  -0.001
H: -4.03 -0.19 3.58  0.000
H: -1.76 -1.90 -0.18  -0.001
H: -2.72 -2.39 2.63  0.000
H: -1.15 -2.65 1.86  0.000
H: -1.61 -1.03 2.40  -0.001
H: -4.10 -2.70 -0.75  0.001
H: -3.11 -3.81 0.21  -0.001
H: -4.40 -2.89 1.01  0.000
H: -4.23 -0.87 -1.72  0.000
H: -6.15 0.29 0.42  0.001
H: -6.60 -0.57 -1.07  0.000
H: -5.77 -1.44 0.21  -0.002
H: -3.84 1.40 -2.44  0.000
H: -5.60 1.15 -2.38  0.000
H: -4.80 2.08 -1.10  0.000

Results
Spin multiplicity: 3
E_LUMO (alpha / beta), eV: 2.553 / 2.422
HOMO level (alpha / beta), eV: -3.893 / -3.892
Charge: -1
Energy relative to the best compared isomer or geometry (same formula, charge and spin), kJ/mol: 208.6
Frontier orbital gap (alpha / beta), Eh: 0.2369 / 0.2320


2.
Formula: C29H58N4O5S7
Source: the Open Molecules 2025 dataset
Level of theory: ωB97M-V/def2-TZVPD

Each line ends with the Mulliken charge.
Atoms and positions in Å:
C: -0.36 6.26 -2.00  -0.943
C: -0.06 4.84 -2.54  -0.239
O: -1.23 4.02 -2.64  -0.070
C: -1.29 3.28 -3.84  -1.076
C: -0.11 2.28 -4.09  0.592
C: -0.29 0.88 -3.47  -0.309
C: -0.05 -0.30 -4.20  0.262
C: 0.40 -0.21 -5.68  -1.142
C: -0.73 0.27 -6.67  -0.617
N: -0.16 1.25 -7.64  -0.623
C: -0.20 -1.66 -3.57  0.396
C: 0.09 -2.96 -4.36  -1.682
C: -0.59 -1.84 -2.23  0.351
C: -0.74 -3.21 -1.55  -0.016
C: -2.10 -3.42 -0.79  -0.981
C: -1.81 -4.31 0.47  -0.599
S: -1.45 -6.05 0.06  -0.161
C: 0.37 -6.23 -0.17  -0.044
S: 0.91 -6.40 -1.71  -0.165
N: 1.19 -6.27 0.99  0.260
C: 1.25 -7.64 1.57  -0.436
C: 2.65 -8.31 1.57  -1.000
C: 2.51 -5.64 0.79  -0.600
C: 2.38 -4.13 0.35  -1.091
C: -0.84 -0.65 -1.41  0.359
N: -1.17 -0.58 -0.12  -0.748
S: -1.28 1.02 0.31  0.058
N: -0.91 1.63 -1.15  -0.327
C: -0.67 0.69 -2.07  1.120
H: -1.15 6.77 -2.59  0.271
H: 0.59 6.84 -2.09  0.326
H: -0.58 6.21 -0.90  0.169
H: 0.63 4.34 -1.82  0.235
H: 0.50 4.89 -3.50  0.347
H: -2.23 2.68 -3.79  0.425
H: -1.42 3.94 -4.74  0.315
H: -0.07 2.13 -5.19  -0.620
H: 0.89 2.66 -3.80  0.388
H: 1.23 0.53 -5.68  0.489
H: 0.83 -1.15 -6.06  0.191
H: -1.11 -0.56 -7.31  0.373
H: -1.55 0.80 -6.16  0.336
H: 0.26 0.78 -8.43  0.253
H: 0.48 1.89 -7.19  0.238
H: 0.77 -2.82 -5.21  0.409
H: 0.63 -3.63 -3.65  0.257
H: -0.84 -3.49 -4.67  0.297
H: -0.62 -4.06 -2.24  0.522
H: 0.06 -3.27 -0.78  -0.458
H: -2.60 -2.48 -0.49  0.517
H: -2.80 -3.98 -1.45  0.342
H: -1.03 -3.84 1.12  0.314
H: -2.74 -4.27 1.08  0.386
H: 0.57 -8.33 1.01  0.317
H: 0.87 -7.60 2.61  0.280
H: 2.58 -9.36 1.92  0.340
H: 3.13 -8.34 0.56  0.344
H: 3.34 -7.81 2.27  0.242
H: 3.11 -6.12 -0.02  0.337
H: 3.07 -5.61 1.75  0.461
H: 2.13 -4.03 -0.72  0.170
H: 3.40 -3.71 0.47  0.477
H: 1.69 -3.57 1.02  0.264
C: 1.61 7.87 2.81  -0.973
S: -0.05 7.77 2.12  0.713
O: 0.06 7.12 0.78  -0.660
C: -0.25 9.54 1.85  -1.094
H: 1.95 6.86 3.02  0.156
H: 2.28 8.34 2.09  0.403
H: 1.58 8.45 3.74  0.374
H: 0.54 9.91 1.19  0.344
H: -0.22 10.06 2.80  0.375
H: -1.22 9.71 1.38  0.321
C: 1.01 4.49 5.09  -0.924
S: -0.72 4.82 4.73  0.536
O: -0.88 6.30 4.63  -0.593
C: -1.35 4.32 6.33  -0.982
H: 1.61 4.77 4.22  0.237
H: 1.33 5.08 5.95  0.306
H: 1.15 3.43 5.29  0.411
H: -0.89 4.92 7.12  0.301
H: -1.14 3.26 6.49  0.379
H: -2.43 4.48 6.34  0.315
C: 3.91 -10.84 5.74  -0.958
S: 2.40 -9.87 5.78  0.409
O: 2.09 -9.46 4.38  -0.503
C: 3.12 -8.44 6.61  -0.944
H: 3.70 -11.78 5.22  0.313
H: 4.69 -10.30 5.20  0.301
H: 4.23 -11.06 6.76  0.385
H: 3.95 -8.04 6.02  0.293
H: 3.46 -8.73 7.60  0.384
H: 2.34 -7.68 6.70  0.313
C: -3.68 5.91 0.25  -0.601
S: -4.08 7.02 -1.11  0.620
O: -4.72 8.23 -0.53  -0.687
C: -5.39 6.00 -1.81  -0.947
H: -2.90 6.38 0.85  -0.010
H: -4.56 5.75 0.87  0.423
H: -3.31 4.96 -0.14  0.239
H: -6.17 5.83 -1.06  0.336
H: -4.97 5.05 -2.14  0.269
H: -5.81 6.53 -2.66  0.336

Results
Spin multiplicity: 1
E_LUMO, eV: -0.268
HOMO level, eV: -8.042
Frontier orbital gap, Eh: 0.2857


3.
Formula: C29H58NO4Si
Source: the Open Molecules 2025 dataset
Level of theory: ωB97M-V/def2-TZVPD

Each line ends with the Mulliken spin population.
Atoms and positions in Å:
C: 6.43 -3.13 -0.27  0.000
O: 6.00 -3.61 1.03  0.000
C: 4.86 -2.86 1.52  0.000
C: 5.34 -1.36 1.96  0.000
C: 4.95 -0.32 0.80  0.000
C: 6.17 0.60 0.29  0.000
C: 5.55 1.82 -0.54  0.000
C: 5.78 1.76 -2.13  0.000
C: 5.92 0.28 -2.74  0.000
C: 5.32 0.28 -4.22  0.000
C: 4.63 -1.09 -4.66  0.000
C: 3.46 -1.61 -3.69  0.000
C: 2.70 -0.47 -2.87  0.000
C: 1.10 -0.76 -2.72  0.000
C: 0.63 -0.73 -1.19  0.000
C: 1.10 0.50 -0.27  0.000
C: -0.12 0.82 0.71  0.000
O: -0.19 1.72 1.56  0.000
O: -1.09 -0.18 0.39  0.000
C: -0.90 -1.04 -0.80  0.000
Si: -2.34 -0.45 -1.93  -0.003
C: -2.11 -0.81 -3.79  0.000
C: -3.90 -1.49 -1.39  -0.008
C: -2.85 1.39 -1.58  0.000
H: 5.57 -2.91 -0.98  0.000
H: 7.07 -2.19 -0.19  0.000
H: 7.12 -3.95 -0.70  0.000
H: 4.06 -2.83 0.69  0.000
H: 4.35 -3.36 2.42  0.000
H: 6.46 -1.35 2.17  0.000
H: 4.71 -1.12 2.89  0.000
H: 4.11 0.38 1.18  0.000
H: 4.49 -0.88 -0.09  0.000
H: 7.00 0.03 -0.25  0.000
H: 6.65 1.05 1.23  0.000
H: 4.42 1.92 -0.31  0.000
H: 6.01 2.81 -0.18  0.000
H: 4.86 2.28 -2.60  0.000
H: 6.68 2.41 -2.45  0.000
H: 7.05 0.03 -2.70  0.000
H: 5.38 -0.51 -2.12  0.000
H: 4.54 1.11 -4.38  0.000
H: 6.16 0.53 -4.97  0.000
H: 4.22 -1.00 -5.73  0.000
H: 5.43 -1.92 -4.71  0.000
H: 2.67 -2.11 -4.36  0.000
H: 3.89 -2.45 -3.03  0.000
H: 2.77 0.57 -3.31  0.000
H: 3.13 -0.49 -1.80  0.000
H: 0.54 0.10 -3.24  0.000
H: 0.80 -1.71 -3.28  0.000
H: 1.18 -1.63 -0.72  0.000
H: 1.70 1.35 -0.72  0.000
H: 1.87 -0.01 0.42  0.000
H: -1.06 -2.12 -0.46  0.000
H: -1.66 -1.84 -3.98  0.000
H: -1.42 -0.01 -4.25  0.000
H: -3.12 -0.67 -4.34  0.000
H: -4.50 -0.98 -0.57  0.010
H: -3.48 -2.52 -1.06  0.000
H: -4.51 -1.67 -2.34  0.000
H: -2.19 2.13 -2.15  0.001
H: -3.91 1.51 -1.98  0.000
H: -2.82 1.64 -0.46  0.004
C: -7.27 2.23 3.78  0.006
C: -6.56 1.75 2.49  0.029
C: -6.96 0.29 2.19  0.023
C: -6.30 -0.72 3.12  -0.023
C: -4.78 -0.53 3.15  0.023
C: -4.36 0.92 3.47  0.034
N: -5.08 1.92 2.63  0.332
O: -4.54 1.88 1.39  0.584
C: -4.60 1.21 4.97  0.005
C: -2.82 1.02 3.33  -0.025
C: -7.15 2.65 1.38  -0.004
H: -7.40 1.45 4.52  0.001
H: -6.73 3.06 4.24  -0.009
H: -8.28 2.61 3.57  0.001
H: -6.69 0.03 1.16  0.001
H: -8.04 0.18 2.25  0.002
H: -6.71 -0.65 4.13  0.000
H: -6.53 -1.74 2.78  0.002
H: -4.35 -1.22 3.89  0.001
H: -4.38 -0.84 2.18  0.003
H: -4.41 2.26 5.20  -0.007
H: -3.93 0.62 5.60  0.000
H: -5.61 0.97 5.31  0.001
H: -2.47 0.73 2.34  0.008
H: -2.32 0.36 4.04  0.000
H: -2.47 2.04 3.53  0.002
H: -6.90 3.70 1.54  0.002
H: -8.24 2.57 1.36  0.000
H: -6.81 2.37 0.38  0.001

Results
Spin multiplicity: 2
E_LUMO (alpha / beta), eV: 0.563 / 0.105
HOMO level (alpha / beta), eV: -8.736 / -9.372
Frontier orbital gap (alpha / beta), Eh: 0.3418 / 0.3483


4.
Formula: C29H59Cl10N6O7
Source: the Open Molecules 2025 dataset
Level of theory: ωB97M-V/def2-TZVPD

Each line ends with the Mulliken charge.
Atoms and positions in Å:
C: 1.47 0.41 2.05  -1.161
C: 0.76 1.31 1.02  0.237
N: -0.06 0.52 0.06  0.796
C: -1.13 -0.27 0.32  -0.700
C: -1.68 -0.81 -0.84  -0.313
N: -0.85 -0.35 -1.88  0.641
C: 0.10 0.49 -1.30  -1.131
C: -0.88 -0.70 -3.23  -0.509
H: 2.22 0.93 2.64  0.379
H: 1.95 -0.29 1.36  0.418
H: 0.87 -0.34 2.56  0.309
H: 1.46 1.81 0.36  0.026
H: 0.11 2.10 1.41  -0.311
H: -1.41 -0.39 1.36  0.734
H: -2.45 -1.52 -1.07  0.253
H: 0.92 1.04 -1.74  0.720
H: -1.39 -1.63 -3.46  0.131
H: 0.17 -0.78 -3.53  0.067
H: -1.42 0.04 -3.82  0.321
C: -5.28 -0.42 -3.26  0.351
O: -4.10 -0.77 -3.10  -0.544
O: -6.09 -0.76 -4.15  -0.811
O: -5.89 0.16 -2.34  -0.810
Cl: 2.76 -1.27 -2.00  -0.011
C: 3.46 -1.21 -3.64  -0.564
C: 4.74 -2.15 -3.86  -0.445
Cl: 5.85 -1.63 -2.50  -0.212
H: 3.61 -0.17 -3.92  0.246
H: 2.73 -1.69 -4.29  0.331
H: 5.11 -1.76 -4.81  0.345
H: 4.57 -3.23 -3.86  0.330
Cl: -4.59 0.89 2.46  -0.284
C: -4.83 -0.15 1.03  -0.015
C: -6.21 -0.75 0.85  -0.200
Cl: -6.38 -1.96 2.09  -0.252
H: -3.97 -0.83 1.03  -0.076
H: -4.71 0.62 0.27  0.258
H: -6.35 -1.21 -0.12  0.117
H: -7.04 -0.05 0.93  0.414
Cl: -0.78 3.99 -0.73  -0.107
C: -1.04 5.32 0.45  -0.408
C: -1.18 4.72 1.88  -0.266
Cl: -2.44 3.56 2.11  -0.018
H: -1.85 5.96 0.12  0.435
H: -0.09 5.84 0.38  0.099
H: -1.53 5.64 2.36  0.422
H: -0.25 4.30 2.26  -0.150
Cl: -4.47 -5.09 -6.48  -0.253
C: -3.83 -3.67 -5.55  0.489
C: -2.54 -3.12 -6.20  -0.559
Cl: -0.98 -3.77 -5.71  -0.222
H: -3.63 -3.88 -4.50  -0.482
H: -4.63 -2.93 -5.53  0.254
H: -2.50 -2.04 -6.14  0.278
H: -2.64 -3.39 -7.25  0.460
Cl: -5.36 -6.18 -0.62  -0.221
C: -5.46 -4.47 -0.77  -0.387
C: -4.51 -3.80 -1.72  0.325
Cl: -2.81 -4.36 -1.87  -0.225
H: -5.36 -3.95 0.18  0.061
H: -6.51 -4.30 -1.00  0.434
H: -4.51 -2.73 -1.50  -0.376
H: -4.93 -3.89 -2.72  0.269
C: 4.24 6.26 2.84  0.155
O: 5.39 5.95 2.70  -0.572
N: 3.20 5.41 2.80  0.184
C: 1.85 5.95 3.02  -0.801
C: 3.33 3.98 2.50  -0.856
H: 3.86 7.26 3.10  0.244
H: 1.21 5.28 3.59  0.342
H: 1.35 5.92 2.04  0.145
H: 1.86 6.96 3.43  0.331
H: 4.32 3.68 2.16  0.282
H: 3.13 3.50 3.46  0.448
H: 2.56 3.78 1.77  0.149
C: 3.99 -0.95 6.49  0.147
O: 4.06 0.09 5.82  -0.606
N: 3.64 -2.13 5.92  0.148
C: 3.54 -3.35 6.68  -0.923
C: 3.46 -2.30 4.47  -0.616
H: 4.30 -0.99 7.54  0.266
H: 3.92 -3.24 7.69  0.290
H: 4.05 -4.18 6.20  0.335
H: 2.48 -3.60 6.75  0.321
H: 2.73 -3.09 4.29  0.324
H: 3.13 -1.36 4.03  0.033
H: 4.39 -2.55 3.97  0.302
C: 2.68 3.09 -3.05  0.275
O: 2.61 2.54 -2.00  -0.635
N: 2.99 4.34 -3.13  0.129
C: 3.30 4.91 -4.45  -0.944
C: 3.16 5.20 -1.98  -0.782
H: 2.78 2.54 -3.99  0.114
H: 3.23 4.24 -5.30  0.301
H: 4.33 5.25 -4.42  0.367
H: 2.69 5.81 -4.53  0.319
H: 2.86 6.22 -2.20  0.346
H: 2.37 4.86 -1.31  0.148
H: 4.14 5.13 -1.51  0.310
C: -0.40 -3.11 2.96  0.565
O: -1.25 -2.48 3.60  -0.652
N: -0.71 -4.17 2.15  0.170
C: 0.15 -4.57 1.09  -0.813
C: -1.99 -4.94 2.31  -0.871
H: 0.60 -2.70 2.75  -0.025
H: 0.92 -3.82 0.93  0.304
H: -0.45 -4.42 0.19  0.176
H: 0.49 -5.60 1.01  0.307
H: -1.67 -5.94 2.60  0.359
H: -2.63 -4.56 3.11  0.312
H: -2.53 -5.13 1.39  0.223

Results
Spin multiplicity: 1
E_LUMO, eV: 1.367
HOMO level, eV: -0.900
Charge: -1
Energy relative to the best compared isomer or geometry (same formula, charge and spin), kJ/mol: 0.0
Frontier orbital gap, Eh: 0.0833